Density functional theory data (wB97M-V/def2-TZVPD) for a structure of composition C53H51BrCsGeN4O7P in a non-equilibrium geometry.

For the orbital gap, the calculation gives 5.63 eV. As for the HOMO energy: -0.085 Eh. The energy above the lowest of the compared OMol25 structures with the same formula, charge and spin comes out at 0.000 eV. The molar mass comes out at 1172.41 Da. Its charge is -2. For the total energy, the calculation gives -212476.7133 eV.

```
119
Properties=species:S:1:pos:R:3:forces:R:3:lowdin_charge:R:1
Cs -0.8252 -1.1798 0.2912 -0.2 0.0 -0.4 1.048
O -0.0861 1.8345 3.2705 0.8 0.2 0.0 0.016
C -0.3019 1.4724 4.5723 -0.9 -0.2 0.4 -0.231
C -0.1530 2.4574 5.5837 0.2 -0.5 -1.0 -0.049
C -0.4554 2.1776 6.8965 -0.3 -0.3 -0.1 -0.131
C -0.9983 0.9367 7.2469 0.7 0.5 -0.3 -0.126
C -1.1103 -0.0527 6.2833 0.0 0.2 -1.1 -0.041
C -0.8258 0.1738 4.8966 0.4 0.9 2.0 -0.076
C -1.1839 -0.8707 3.8576 -1.1 1.5 -1.7 -0.542
O -1.4965 -0.2109 2.7162 0.3 -1.5 1.4 -0.438
N -0.0773 -1.8533 3.8647 1.4 -0.6 -0.8 -0.020
N -0.1584 -2.8967 3.0229 1.8 -1.8 1.7 0.008
C 0.6693 -3.9384 3.2382 -1.7 1.9 -0.4 -0.197
C 0.5445 -5.0901 2.3733 0.3 -1.9 -0.5 -0.613
Br -0.0206 -4.8046 0.5555 0.2 0.2 0.4 0.727
C 0.8191 -6.4166 2.6316 0.0 1.9 -0.7 -0.153
C 1.0403 -7.0419 3.9120 -0.5 0.2 0.9 -0.239
C 0.4431 -6.6020 5.1147 0.2 0.4 -0.3 -0.031
C 0.6887 -7.2646 6.3067 0.0 0.0 -0.1 -0.102
C 1.4834 -8.3998 6.3147 0.5 -0.4 -0.6 -0.114
C 2.0296 -8.8959 5.1157 -0.2 0.3 0.7 -0.095
C 1.7881 -8.2146 3.9368 0.2 -0.6 -0.2 -0.062
H 0.5199 2.6015 3.2152 -0.6 -0.4 0.4 0.098
H 0.1543 3.4703 5.2725 0.0 -0.6 0.2 0.108
H -0.2780 2.9475 7.6226 -0.2 0.2 0.4 0.082
H -1.3039 0.7784 8.2645 0.0 -0.3 0.3 0.080
H -1.4541 -1.0388 6.6060 -0.1 0.2 -0.4 0.107
H -1.9789 -1.5674 4.2217 -0.3 0.7 0.2 0.130
H 0.8461 -1.5157 4.1463 -0.2 -0.4 -0.1 0.142
H 1.3837 -4.0070 4.0858 -0.5 0.3 -0.5 0.125
H 0.9882 -7.0727 1.7767 -0.4 0.2 0.1 0.083
H -0.2043 -5.7206 5.1137 0.2 -0.3 -0.1 0.116
H 0.2564 -6.8884 7.2286 0.0 -0.1 -0.1 0.099
H 1.6925 -8.9218 7.2330 0.0 -0.1 0.2 0.084
H 2.6504 -9.7936 5.1311 -0.2 0.2 0.0 0.096
H 2.1449 -8.6075 2.9804 0.1 0.1 0.3 0.112
O 0.2424 -2.1569 -4.4186 0.2 -0.3 0.0 0.011
C 0.8996 -2.3048 -3.4029 -0.5 1.3 1.8 -0.687
O 0.6109 -1.8272 -2.1722 0.3 -0.6 -3.4 -0.393
C 2.2841 -3.0072 -3.2982 -1.0 0.6 -0.2 -0.216
P 2.5180 -2.4844 -1.5575 -0.4 -0.9 2.3 0.967
C 3.2780 -0.8045 -1.5937 0.2 0.6 -0.2 -0.326
C 3.0349 0.0563 -2.6575 -0.3 0.3 -1.0 -0.080
C 3.6756 1.3021 -2.7592 -0.6 -0.2 -0.4 -0.109
C 4.5025 1.7606 -1.7579 0.3 -0.1 0.0 -0.137
C 4.7046 0.9545 -0.6411 0.3 -0.2 0.5 -0.115
C 4.1199 -0.3045 -0.5662 -0.4 -0.7 0.3 -0.085
C 4.1145 -3.3508 -1.3296 1.9 -0.2 -0.2 -0.382
C 4.4185 -4.2933 -0.3238 -0.2 0.2 -0.8 -0.088
C 5.6729 -4.9004 -0.3011 0.2 -0.3 0.4 -0.115
C 6.6652 -4.5950 -1.2392 -0.5 0.0 0.7 -0.130
C 6.3779 -3.6665 -2.2093 -0.4 0.9 -0.7 -0.109
C 5.1224 -3.0472 -2.2517 0.7 -1.0 0.5 -0.110
H 3.0386 -2.6497 -4.0113 -0.4 0.1 0.0 0.079
H 2.1544 -4.0841 -3.4652 0.2 0.2 0.4 0.094
H 2.3391 -0.2282 -3.4820 0.6 0.2 0.8 0.119
H 3.4978 1.9158 -3.6468 0.0 -0.2 0.3 0.098
H 5.0442 2.6934 -1.8808 -0.1 0.0 0.1 0.088
H 5.3624 1.3052 0.1709 -0.4 -0.2 -0.4 0.097
H 4.2923 -0.9459 0.3201 0.0 0.4 -0.6 0.112
H 3.6475 -4.6158 0.3826 0.2 0.3 -0.1 0.092
H 5.8804 -5.6231 0.4914 0.0 0.1 -0.2 0.089
H 7.6546 -5.0231 -1.1936 0.0 -0.2 0.1 0.084
H 7.1402 -3.3816 -2.9327 -0.1 -0.1 0.0 0.091
H 4.8951 -2.3340 -3.0237 0.2 0.3 -0.2 0.086
C 2.2652 4.6253 0.3224 0.3 0.1 -0.6 -0.105
N 1.6463 3.3258 0.2937 0.7 0.5 1.1 0.020
C 1.0770 2.7948 -0.8136 -1.4 -3.7 0.2 -0.589
N 1.0334 3.5494 -1.9433 0.3 0.9 -0.4 0.195
O 0.5961 1.6210 -0.7722 1.2 2.8 -0.3 -0.046
H 2.5361 4.8696 1.3531 -0.1 0.1 -0.2 0.080
H 1.5383 5.3616 -0.0480 0.3 0.1 0.2 0.068
H 3.1887 4.6554 -0.3053 -0.5 0.1 0.4 0.083
H 1.9105 2.7050 1.0627 -0.6 0.0 -1.0 0.144
H 1.3431 4.5174 -2.0163 -0.2 -0.7 0.3 0.097
H 0.6124 3.1576 -2.7725 -0.1 -0.2 0.3 0.103
O -5.1733 -1.0380 -2.6885 1.1 0.0 0.7 -0.099
C -4.1004 -0.7932 -2.0546 -0.4 0.0 0.0 -0.720
O -3.8781 -0.8652 -0.8160 -0.2 -0.1 -0.4 -0.122
C -2.8864 -0.3136 -2.8900 1.1 -0.3 -0.6 -0.178
C -2.0874 0.8543 -2.2601 -0.3 0.7 0.4 -0.294
Ge -2.9183 2.6801 -2.3437 1.1 -3.2 -0.1 0.988
C -2.2255 3.8401 -0.9940 0.3 0.7 0.2 -0.277
C -2.2355 3.5140 0.3649 -0.6 -0.8 -0.1 -0.081
C -1.8493 4.4401 1.3062 0.5 0.4 0.2 -0.085
C -1.4454 5.7149 0.9122 -0.1 -0.3 0.3 -0.111
C -1.4571 6.0660 -0.4281 0.3 -0.3 0.3 -0.117
C -1.8124 5.1132 -1.3690 0.1 0.2 -0.5 -0.127
C -4.7968 2.5909 -2.0831 -0.8 0.2 0.3 -0.252
C -5.5577 1.7938 -2.9410 0.3 0.5 -0.4 -0.098
C -6.9352 1.7846 -2.8288 -0.2 -0.3 0.0 -0.082
C -7.5625 2.4788 -1.8008 -0.5 -0.4 -0.3 -0.110
C -6.8057 3.1797 -0.8869 0.1 0.5 0.7 -0.116
C -5.4292 3.2637 -1.0285 0.0 -0.2 -0.4 -0.093
C -2.4541 3.1772 -4.1423 -0.1 0.5 0.1 -0.262
C -3.1146 4.3136 -4.5932 0.3 0.0 -0.2 -0.133
C -2.7809 4.8738 -5.8050 -0.3 0.2 -0.2 -0.112
C -1.7928 4.2988 -6.5737 0.6 -0.1 -0.3 -0.116
C -1.1400 3.1434 -6.1530 -0.2 -0.2 0.2 -0.093
C -1.4866 2.5477 -4.9419 -0.1 0.3 0.2 -0.076
H -3.2208 -0.1390 -3.9221 0.0 0.3 0.2 0.090
H -2.1417 -1.1423 -3.0252 -0.7 0.3 0.3 0.105
H -1.0196 0.9473 -2.5708 -0.8 -0.3 0.1 0.052
H -2.0652 0.7074 -1.1818 0.1 -0.2 -0.1 -0.038
H -2.5826 2.5272 0.7115 0.3 0.4 -0.3 0.137
H -1.8093 4.1609 2.3536 -0.1 0.0 0.0 0.101
H -1.0901 6.3904 1.6763 -0.1 0.3 0.0 0.089
H -1.1343 7.0404 -0.7351 0.1 0.4 -0.1 0.085
H -1.7330 5.3594 -2.4398 -0.2 0.0 0.5 0.096
H -5.0494 1.2348 -3.7330 -0.4 0.1 0.3 0.103
H -7.5191 1.1817 -3.5158 0.0 0.0 0.1 0.103
H -8.6541 2.4336 -1.7176 0.4 0.0 0.1 0.094
H -7.2587 3.6747 -0.0272 -0.1 -0.1 -0.3 0.093
H -4.8678 3.8641 -0.3142 0.0 -0.2 -0.2 0.091
H -3.8862 4.7845 -3.9919 0.0 -0.1 0.1 0.104
H -3.3294 5.7407 -6.1327 0.1 0.3 -0.3 0.092
H -1.4895 4.7536 -7.5060 -0.1 0.1 -0.2 0.089
H -0.3813 2.6859 -6.7763 0.0 0.0 0.0 0.096
H -1.0088 1.6097 -4.6223 -0.2 0.5 -0.1 0.109
```
Forces are in eV/Å.

---

Density functional theory data (wB97M-V/def2-TZVPD) for a structure of composition C53H51N7OPSSe2Y in a non-equilibrium geometry.

For the orbital gap, the calculation gives 7.89 eV. As for the HOMO energy: -0.460 Eh. The energy above the lowest of the compared OMol25 structures with the same formula, charge and spin comes out at 0.000 eV. The molar mass comes out at 1111.91 Da. Its charge is +2. For the total energy, the calculation gives -220120.6649 eV.

```
117
Properties=species:S:1:pos:R:3:forces:R:3:lowdin_charge:R:1
Y -0.9576 -0.6787 -0.1531 -0.4 -0.2 0.3 1.303
C 0.4630 4.5921 1.8265 0.3 0.2 1.1 -0.009
N -0.4202 3.4787 1.5191 -0.2 -0.5 -0.2 -0.047
C -0.0972 2.3186 0.8850 -0.1 -0.1 0.2 -0.417
N -1.1883 1.5595 0.7210 -0.2 0.4 0.2 -0.006
C -2.2534 2.2626 1.2937 0.2 0.0 0.0 -0.157
C -1.7770 3.4528 1.7901 0.1 0.1 -0.3 -0.106
C -2.5397 4.5226 2.4695 -0.5 0.2 0.4 -0.170
C -3.6608 5.1109 1.8598 0.3 0.7 1.0 -0.009
C -4.4356 6.0286 2.5929 0.2 -0.5 -0.9 -0.056
C -4.1026 6.3306 3.8968 -0.8 0.2 0.4 -0.072
C -3.0424 5.7078 4.5409 -0.1 0.6 -0.1 -0.063
C -2.2623 4.8339 3.8170 0.5 -0.7 -0.1 -0.039
C -3.6541 1.7689 1.4515 0.7 0.1 -0.7 -0.201
C -4.1413 1.4958 2.7101 0.1 0.1 0.6 -0.057
C -5.4187 0.9970 2.8749 -0.3 -0.5 0.7 -0.045
C -6.1918 0.7042 1.7608 -0.8 0.1 0.2 -0.053
C -5.7495 1.0420 0.4830 0.1 0.1 0.2 -0.070
C -4.4840 1.5899 0.3488 0.1 0.1 0.0 -0.075
P 1.6607 1.8549 0.6330 0.0 0.0 0.2 1.190
C 1.7668 0.2878 1.5551 0.1 -0.4 0.2 -0.419
N 1.0024 -0.7745 1.3195 0.0 0.2 0.0 -0.019
C 1.4414 -1.8012 2.1331 0.1 1.0 -0.3 -0.187
C 2.4956 -1.3423 2.8813 0.3 0.3 0.3 -0.080
N 2.7056 -0.0146 2.4950 -0.7 -0.8 -0.3 -0.041
C 3.8277 0.8000 2.9066 0.3 0.0 1.1 -0.004
C 3.3122 -2.0450 3.9108 -0.2 0.4 -0.1 -0.188
C 4.0628 -3.1613 3.5503 0.4 0.4 0.7 -0.022
C 4.8338 -3.7948 4.5196 0.0 -0.2 -0.2 -0.059
C 4.8310 -3.3514 5.8338 0.3 -0.2 0.3 -0.069
C 4.0748 -2.2502 6.2118 -0.2 -0.3 -0.5 -0.058
C 3.3160 -1.5989 5.2371 0.0 0.2 0.5 -0.034
C 0.8029 -3.1046 2.0443 0.2 0.3 -0.8 -0.222
C 0.5480 -3.8638 3.1519 0.0 0.2 1.3 -0.031
C -0.0768 -5.0820 3.0367 -0.7 -0.9 -0.5 -0.034
C -0.4275 -5.5574 1.7707 0.2 0.3 -0.1 -0.050
C -0.1597 -4.7902 0.6345 -0.2 -0.6 0.2 -0.081
C 0.4434 -3.5672 0.7733 0.6 0.8 -0.2 -0.087
C 1.7384 1.0990 -1.0133 0.4 0.9 -0.1 -0.462
N 1.1298 0.0121 -1.4494 0.1 -0.7 -0.5 -0.006
C 1.7035 -0.2851 -2.6822 0.2 0.6 0.4 -0.184
C 2.6500 0.6838 -2.9859 -0.8 -0.3 0.4 -0.108
N 2.6564 1.5507 -1.9227 -0.4 -0.3 0.3 -0.035
C 3.6415 2.6192 -1.7788 0.0 0.0 0.0 0.004
C 3.5368 0.7772 -4.1507 -0.1 -0.4 0.3 -0.183
C 3.5623 1.9098 -4.9572 -0.1 0.0 0.0 -0.039
C 4.4114 1.9554 -6.0491 0.3 0.0 0.0 -0.060
C 5.2057 0.8516 -6.3455 -0.5 -0.2 0.5 -0.050
C 5.1259 -0.3154 -5.5700 0.1 0.5 -0.4 -0.047
C 4.3097 -0.3496 -4.4548 0.0 0.4 -0.4 -0.017
C 1.4563 -1.5013 -3.4723 0.0 0.0 0.2 -0.256
C 1.7546 -2.7498 -2.9273 0.3 0.6 0.1 -0.084
C 1.6182 -3.8923 -3.6850 -0.3 -0.5 0.0 -0.074
C 1.1509 -3.7931 -4.9885 0.0 0.2 -0.4 -0.060
C 0.8821 -2.5386 -5.5484 0.1 -0.8 0.2 -0.059
C 1.0368 -1.3991 -4.7944 -0.1 0.6 0.3 -0.067
H 1.3611 4.5919 1.2233 -0.1 -0.2 -0.3 0.066
H -0.0830 5.5140 1.6569 0.0 0.1 0.0 0.105
H 0.7934 4.5535 2.8891 -0.4 0.0 -0.7 0.114
H -3.9134 4.9536 0.8305 0.0 -0.4 -0.4 0.109
H -5.3071 6.4830 2.1088 0.4 -0.1 0.3 0.118
H -4.7460 7.0208 4.4419 0.3 -0.1 -0.1 0.118
H -2.8472 5.9614 5.5845 0.1 -0.3 -0.3 0.120
H -1.4560 4.3123 4.3371 -0.1 0.1 -0.3 0.119
H -3.5261 1.6808 3.5821 0.1 0.0 0.0 0.126
H -5.7825 0.7839 3.9057 0.2 0.2 -1.0 0.135
H -7.1909 0.3003 1.9216 0.2 0.0 -0.2 0.118
H -6.3642 0.9589 -0.4087 -0.1 -0.2 0.3 0.121
H -4.1633 1.9232 -0.6206 0.1 -0.1 -0.1 0.065
H 4.7549 0.2173 2.8101 -0.3 0.3 -0.1 0.117
H 3.8647 1.7206 2.3420 0.0 0.0 -0.3 0.062
H 3.7062 1.0904 3.9627 0.1 -0.2 -0.3 0.104
H 4.1251 -3.4626 2.5246 -0.2 -0.2 -0.4 0.116
H 5.4485 -4.6490 4.2440 -0.1 0.2 0.0 0.115
H 5.4537 -3.8607 6.5729 -0.3 0.1 -0.2 0.118
H 4.0570 -1.9659 7.2573 0.0 0.3 -0.2 0.113
H 2.7251 -0.7300 5.5400 0.1 -0.3 -0.2 0.120
H 0.8038 -3.4665 4.1344 0.0 -0.1 -0.2 0.134
H -0.3534 -5.6728 3.9124 0.3 0.2 -0.2 0.125
H -0.8809 -6.5263 1.6439 -0.2 -0.1 0.1 0.112
H -0.3921 -5.1543 -0.3558 -0.1 -0.2 0.0 0.110
H 0.7989 -3.0045 -0.1096 -0.3 -0.2 0.3 0.085
H 4.5991 2.1860 -2.0139 0.5 -0.1 0.0 0.105
H 3.4505 3.3864 -2.5152 -0.1 0.3 0.0 0.092
H 3.6760 3.0480 -0.7743 -0.3 -0.2 -0.2 0.068
H 2.8857 2.7411 -4.7760 0.1 -0.1 0.2 0.120
H 4.4629 2.8659 -6.6417 0.0 -0.3 0.0 0.116
H 5.8540 0.9056 -7.1918 0.4 -0.1 -0.4 0.105
H 5.6987 -1.1937 -5.8386 0.1 0.1 0.0 0.113
H 4.2612 -1.2528 -3.8575 -0.1 0.2 0.1 0.122
H 2.1833 -2.7793 -1.9322 -0.1 -0.1 0.1 0.112
H 1.8464 -4.8605 -3.2401 0.0 0.2 -0.2 0.119
H 1.0170 -4.6771 -5.6050 0.1 0.1 0.2 0.116
H 0.5781 -2.4849 -6.5745 -0.2 0.1 -0.3 0.112
H 0.8437 -0.4017 -5.1967 0.1 -0.3 -0.1 0.128
C -3.0417 2.3930 -2.6410 0.4 -0.3 0.3 -0.355
Se -1.4947 1.1879 -2.7031 -0.5 0.0 -0.3 0.938
C -2.2623 0.0832 -4.1537 0.7 -0.6 0.3 -0.495
C -2.9477 -1.1776 -3.6521 0.0 0.1 -0.1 -0.492
Se -1.6551 -2.4010 -2.7912 -0.3 0.3 0.6 0.976
C -3.0201 -3.4967 -1.9157 -0.2 -0.3 -0.2 -0.352
H -2.9894 3.0362 -3.5037 0.1 0.3 -0.2 0.033
H -2.9508 2.9643 -1.7149 -0.1 0.0 -0.3 0.014
H -3.9601 1.8096 -2.6789 0.1 0.0 0.2 0.036
H -1.4344 -0.1972 -4.8115 -0.2 0.3 0.0 0.045
H -2.9444 0.7455 -4.6694 -0.1 0.0 -0.2 0.073
H -3.3795 -1.7384 -4.5027 0.1 0.3 0.5 0.095
H -3.7006 -0.9310 -2.8959 0.1 -0.2 -0.2 0.054
H -3.9641 -2.9569 -1.9026 0.1 0.0 -0.1 0.033
H -2.7576 -3.7586 -0.8924 0.2 0.0 -0.1 -0.016
H -3.1424 -4.3974 -2.5027 0.0 -0.2 0.0 0.034
S -1.9377 -1.1590 2.5483 -0.3 -0.8 -0.8 0.594
C -2.6540 -2.5855 1.9509 0.1 0.0 -0.1 -0.818
N -3.1323 -3.5204 1.4308 0.4 1.0 0.4 0.085
O -3.4326 -1.1000 -0.4112 0.4 0.2 0.3 -0.190
H -3.4788 -1.9386 0.0955 -0.3 -0.1 0.0 -0.003
H -4.0805 -0.5132 0.0326 0.3 0.0 -0.1 0.049
```
Forces are in eV/Å.